(1)
{"formula": "C4H8IN4O2", "method": "ωB97M-V with the def2-TZVPD basis set", "species": ["C", "C", "N", "N", "C", "N", "I", "C", "N", "O", "O", "H", "H", "H", "H", "H", "H", "H", "H"], "positions_angstrom": [[-2.516, -0.337, 0.833], [-1.800, 0.588, -0.107], [-0.425, 0.244, -0.164], [0.398, 1.335, -0.449], [1.721, 1.169, -0.444], [2.428, 0.130, -0.041], [4.484, 0.392, 0.167], [1.968, -1.171, 0.076], [0.853, -1.706, -0.307], [0.555, -2.841, -0.231], [-0.118, -0.805, -0.992], [-2.153, -0.199, 1.880], [-3.641, -0.138, 1.033], [-2.300, -1.244, 0.381], [-2.227, 0.302, -1.040], [-1.956, 1.647, 0.068], [-0.141, 2.133, -0.770], [2.194, 2.160, -0.613], [2.677, -1.657, 0.719]], "charge": 1, "e_lumo_ha": [-0.205, -0.205], "max_force_ev_per_a": 4.2, "smiles": "CCn1[nH+]cn(I)c[n+]([O-])o1", "relative_energy_kj_mol": 323.8}

(2)
{"formula": "C4H8InO3", "method": "ωB97M-V with the def2-TZVPD basis set", "species": ["C", "C", "O", "H", "H", "H", "H", "H", "In", "O", "O", "C", "C", "H", "H", "H"], "positions_angstrom": [[2.613, 1.884, 0.843], [1.107, 1.923, 0.871], [0.677, 0.545, 1.096], [2.989, 2.886, 0.599], [3.024, 1.572, 1.811], [2.949, 1.181, 0.071], [0.676, 2.278, -0.073], [0.710, 2.499, 1.714], [0.632, -1.418, 0.305], [-0.614, 0.371, 0.639], [-1.015, -0.636, -0.791], [-2.267, -0.230, -0.811], [-2.466, 0.961, -0.114], [-3.228, 0.954, 0.670], [-3.062, -0.967, -0.964], [-2.149, 1.868, -0.639]], "charge": 3, "e_lumo_ha": [-0.649, -0.652], "max_force_ev_per_a": 7.5, "relative_energy_kj_mol": 579.7}

(3)
{"formula": "C4H8MgO3Rb", "method": "ωB97M-V with the def2-TZVPD basis set", "species": ["C", "C", "C", "C", "O", "O", "Mg", "Rb", "H", "H", "H", "H", "H", "H", "O", "H", "H"], "positions_angstrom": [[-0.690, 1.918, -0.221], [-0.779, 0.571, -0.936], [0.084, -0.508, -0.295], [1.545, -0.245, -0.351], [2.392, -0.907, 0.232], [-1.496, 2.885, -0.787], [-2.412, 3.381, -2.258], [3.149, -3.733, 2.975], [0.369, 2.251, -0.222], [-0.964, 1.766, 0.842], [-0.483, 0.696, -1.990], [-1.826, 0.234, -0.935], [-0.059, -1.456, -0.843], [1.870, 0.605, -0.984], [0.112, -2.990, 2.610], [-0.588, -3.626, 2.372], [-0.224, -0.844, 0.790]], "charge": 2, "spin_multiplicity": 2, "s_squared": 0.753, "e_lumo_ha": [-0.346, -0.346], "max_force_ev_per_a": 2.3}

(4)
{"formula": "C4H8MnO3", "method": "ωB97M-V with the def2-TZVPD basis set", "species": ["C", "C", "O", "H", "H", "H", "H", "H", "O", "C", "C", "H", "H", "H", "Mn", "O"], "positions_angstrom": [[-1.794, -0.444, -1.539], [-0.460, 0.146, -1.423], [-0.413, 1.404, -1.272], [-1.660, -1.539, -1.535], [-2.451, -0.123, -0.726], [-2.199, -0.193, -2.531], [0.404, -0.302, -1.932], [-0.013, -1.129, 0.862], [1.653, 0.718, 0.777], [1.322, 0.196, 1.850], [0.619, -1.084, 1.872], [-0.082, -1.098, 2.720], [1.198, 0.871, 2.714], [1.306, -1.935, 1.878], [1.916, 2.295, -0.166], [0.654, 2.218, -1.551]], "charge": 2, "spin_multiplicity": 6, "s_squared": 8.755, "e_lumo_ha": [-0.345, -0.357], "max_force_ev_per_a": 3.7, "relative_energy_kj_mol": 0.0}

(5)
{"formula": "C4H8N", "method": "ωB97M-V with the def2-TZVPD basis set", "species": ["C", "C", "C", "C", "N", "H", "H", "H", "H", "H", "H", "H", "H"], "positions_angstrom": [[2.724, 0.430, 0.290], [2.613, -0.609, -0.251], [-2.158, 0.286, 0.079], [-0.823, -0.100, 0.436], [0.015, -0.416, -0.475], [2.726, 1.255, 0.957], [-2.807, 0.323, 0.987], [-2.687, -0.287, -0.677], [2.205, -1.575, -0.590], [-0.624, -0.107, 1.575], [-1.916, 1.301, -0.610], [-0.294, -0.028, -1.457], [1.028, -0.472, -0.264]], "charge": 1, "e_lumo_ha": -0.185, "max_force_ev_per_a": 3.7, "relative_energy_kj_mol": 288.6}

(6)
{"formula": "C4H8N", "method": "ωB97M-V with the def2-TZVPD basis set", "species": ["C", "C", "C", "C", "N", "H", "H", "H", "H", "H", "H", "H", "H"], "positions_angstrom": [[-0.619, -1.112, 1.391], [-1.009, -0.369, 0.103], [0.067, 0.126, 1.058], [0.659, 0.969, -1.403], [0.337, -0.095, -0.387], [-1.245, -1.154, 2.259], [-0.011, -1.919, 1.273], [-1.983, -0.291, -0.314], [0.451, 1.030, 1.511], [-0.157, 1.596, -1.501], [1.505, 1.645, -0.914], [0.967, 0.546, -2.503], [1.037, -0.972, -0.572]], "charge": 1, "spin_multiplicity": 3, "s_squared": 2.006, "e_lumo_ha": [-0.125, -0.297], "max_force_ev_per_a": 10.4, "relative_energy_kj_mol": 414.4}

(7)
{"formula": "C4H8N", "method": "ωB97M-V with the def2-TZVPD basis set", "species": ["C", "C", "C", "C", "N", "H", "H", "H", "H", "H", "H", "H", "H"], "positions_angstrom": [[-0.787, -1.723, -0.965], [-1.195, -2.558, -1.798], [0.345, -0.028, 1.428], [-0.117, 1.982, 0.374], [0.730, 0.972, 0.728], [-2.132, -3.031, -2.070], [-0.285, -3.072, -2.099], [-0.684, -0.146, 1.550], [1.014, -0.704, 2.070], [0.141, 2.297, -0.590], [-1.256, 1.809, 0.403], [0.085, 2.893, 0.890], [1.773, 1.107, 0.502]], "charge": 1, "spin_multiplicity": 3, "s_squared": 2.024, "e_lumo_ha": [-0.199, -0.245], "max_force_ev_per_a": 5.1, "relative_energy_kj_mol": 291.2}

(8)
{"formula": "C4H8N2", "method": "ωB97M-V with the def2-TZVPD basis set", "species": ["C", "N", "C", "C", "C", "N", "H", "H", "H", "H", "H", "H", "H", "H"], "positions_angstrom": [[1.692, 0.243, -0.782], [1.876, 0.043, 0.652], [0.666, -0.471, 0.006], [-0.598, 0.235, 0.384], [-1.883, 0.133, -0.340], [-1.687, -0.559, 0.931], [2.331, -0.315, -1.463], [1.497, 1.275, -1.064], [2.552, -0.698, 0.809], [0.598, -1.552, -0.107], [-0.415, 1.213, 0.834], [-2.019, -0.520, -1.198], [-2.463, 1.055, -0.358], [-2.148, -0.081, 1.698]], "e_lumo_ha": 0.044, "max_force_ev_per_a": 0.4, "smiles": "C1N[C@H]1[C@H]1CN1", "relative_energy_kj_mol": 212.7}

(9)
{"formula": "C4H8N2", "method": "ωB97M-V with the def2-TZVPD basis set", "species": ["C", "C", "C", "N", "C", "N", "H", "H", "H", "H", "H", "H", "H", "H"], "positions_angstrom": [[-1.710, 0.380, -0.286], [-0.432, -0.357, -0.530], [0.802, 0.109, -0.309], [1.954, -0.686, -0.585], [0.982, 1.434, 0.247], [1.138, 2.487, 0.708], [-2.072, 0.833, -1.216], [-1.588, 1.177, 0.455], [-2.487, -0.307, 0.067], [-0.490, -1.382, -0.891], [2.345, -0.463, -1.496], [2.680, -0.548, 0.113], [-0.914, -1.475, 1.956], [-0.307, -1.148, 1.681]], "e_lumo_ha": 0.028, "max_force_ev_per_a": 1.1, "smiles": "C/C=C(/N)C#N.[H][H]", "relative_energy_kj_mol": 169.7}

(10)
{"formula": "C4H8N2", "method": "ωB97M-V with the def2-TZVPD basis set", "species": ["C", "C", "C", "C", "H", "H", "H", "H", "H", "H", "H", "H", "N", "N"], "positions_angstrom": [[0.344, -0.892, -1.699], [0.992, -0.150, -0.540], [2.396, -0.059, -0.598], [0.292, 0.411, 0.497], [-0.047, -1.895, -1.472], [1.147, -1.076, -2.447], [-0.594, -0.390, -2.160], [-1.510, -0.275, -0.048], [2.636, 0.757, 0.242], [0.796, 0.997, 1.249], [-1.669, 0.090, 2.573], [-1.872, 1.643, 2.001], [-1.034, 0.224, 0.675], [-1.876, 0.616, 1.726]], "e_lumo_ha": 0.005, "max_force_ev_per_a": 2.6, "relative_energy_kj_mol": 470.3}

(11)
{"formula": "C4H8N2", "method": "ωB97M-V with the def2-TZVPD basis set", "species": ["C", "C", "C", "N", "H", "H", "H", "H", "H", "H", "H", "C", "N", "H"], "positions_angstrom": [[-0.543, 1.040, -1.062], [0.166, -0.023, -0.643], [1.537, 0.107, -0.036], [-0.303, -1.325, -0.707], [-1.529, 0.925, -1.509], [-0.111, 2.034, -1.047], [2.304, -0.228, -0.742], [1.618, -0.508, 0.869], [1.743, 1.144, 0.239], [0.022, -1.940, 0.028], [-1.296, -1.424, -0.866], [-1.251, 0.111, 1.847], [-1.021, -0.736, 2.597], [-1.335, 0.821, 1.030]], "e_lumo_ha": 0.035, "max_force_ev_per_a": 1.1, "smiles": "C=C(C)N.C#N", "relative_energy_kj_mol": 107.6}

(12)
{"formula": "C4H8N2", "method": "ωB97M-V with the def2-TZVPD basis set", "species": ["H", "N", "C", "N", "C", "C", "C", "H", "H", "H", "H", "H", "H", "H"], "positions_angstrom": [[2.269, -0.146, 1.391], [1.295, -0.121, 1.077], [0.931, 0.265, -0.026], [1.507, 1.097, -1.012], [-0.446, -0.102, -0.418], [-1.547, 0.078, 0.583], [-1.043, -1.292, 0.321], [2.481, 1.474, -0.890], [1.066, 1.443, -1.830], [-0.785, 0.090, -1.454], [-2.529, 0.255, 0.175], [-1.212, 0.500, 1.494], [-0.143, -1.696, 0.855], [-1.844, -1.846, -0.265]], "e_lumo_ha": 0.039, "max_force_ev_per_a": 4.8, "smiles": "[H]/N=C(\\N)C1CC1", "relative_energy_kj_mol": 151.8}

(13)
{"formula": "C4H8N2", "method": "ωB97M-V with the def2-TZVPD basis set", "species": ["H", "N", "C", "N", "C", "C", "C", "H", "H", "H", "H", "H", "H", "H"], "positions_angstrom": [[-1.863, -1.631, 0.107], [-2.546, -0.833, 0.080], [-1.982, 0.281, -0.222], [-0.654, 0.404, -0.575], [0.256, 1.302, 0.126], [0.452, -0.163, 0.304], [1.701, -0.794, -0.260], [-2.669, 1.106, -0.366], [1.007, 1.782, -0.474], [-0.002, 1.903, 1.046], [0.128, -0.576, 1.212], [2.612, -0.319, 0.435], [1.844, -0.506, -1.374], [1.715, -1.954, -0.039]], "e_lumo_ha": 0.036, "max_force_ev_per_a": 3.2, "smiles": "[H]/N=C\\N1C[C@@H]1C", "relative_energy_kj_mol": 215.7}

(14)
{"formula": "C4H8N2", "method": "ωB97M-V with the def2-TZVPD basis set", "species": ["C", "N", "C", "C", "C", "N", "H", "H", "H", "H", "H", "H", "H", "H"], "positions_angstrom": [[1.659, -0.115, 0.408], [0.197, -0.279, 0.390], [-0.436, 0.598, -0.585], [-1.995, -1.572, 0.126], [-0.202, 2.040, -0.382], [-0.054, 3.171, -0.193], [2.079, -0.432, -0.552], [2.106, -0.725, 1.197], [1.956, 0.934, 0.573], [-0.170, -0.073, 1.315], [-0.087, 0.311, -1.582], [-1.512, 0.408, -0.530], [-1.816, -1.962, -0.902], [-1.639, -2.395, 0.768]], "e_lumo_ha": -0.023, "max_force_ev_per_a": 1.1, "relative_energy_kj_mol": 496.7}

(15)
{"formula": "C4H8N2", "method": "ωB97M-V with the def2-TZVPD basis set", "species": ["C", "C", "C", "N", "C", "N", "H", "H", "H", "H", "H", "H", "H", "H"], "positions_angstrom": [[-0.803, 1.056, -0.595], [-0.047, -0.094, 0.083], [1.474, 0.083, 0.021], [-0.389, -1.339, -0.603], [-0.502, -0.157, 1.505], [-0.931, -0.291, 2.572], [-1.867, 0.981, -0.350], [-0.684, 0.986, -1.680], [-0.441, 2.030, -0.255], [1.797, -0.020, -1.019], [1.976, -0.688, 0.615], [1.783, 1.062, 0.397], [0.030, -2.125, -0.112], [-1.395, -1.483, -0.579]], "e_lumo_ha": 0.031, "max_force_ev_per_a": 1.1, "smiles": "CC(C)(N)C#N", "relative_energy_kj_mol": 10.8}

(16)
{"formula": "C4H8N2", "method": "ωB97M-V with the def2-TZVPD basis set", "species": ["C", "C", "C", "N", "C", "N", "H", "H", "H", "H", "H", "H", "H", "H"], "positions_angstrom": [[0.348, 1.565, -2.151], [0.629, 0.726, -1.201], [1.045, 0.016, -0.184], [0.233, -0.346, 0.886], [-1.231, -0.091, 0.689], [0.639, -1.525, 1.529], [0.506, 2.630, -2.048], [-0.070, 1.241, -3.095], [2.064, -0.340, -0.105], [-1.668, -0.797, -0.030], [-1.387, 0.931, 0.354], [-1.708, -0.222, 1.660], [0.456, -1.443, 2.525], [0.145, -2.345, 1.170]], "e_lumo_ha": 0.036, "max_force_ev_per_a": 1.5, "smiles": "C=C=CN(C)N", "relative_energy_kj_mol": 281.5}

(17)
{"formula": "C4H8N2", "method": "ωB97M-V with the def2-TZVPD basis set", "species": ["C", "N", "C", "C", "C", "N", "H", "H", "H", "H", "H", "H", "H", "H"], "positions_angstrom": [[-0.440, 1.191, -1.388], [-0.672, 1.685, -0.022], [0.481, 0.865, -0.277], [0.456, -0.596, 0.024], [0.610, -1.175, 1.392], [-0.708, -1.093, 0.753], [-0.147, 1.905, -2.150], [-1.125, 0.414, -1.744], [-1.349, 1.047, 0.402], [1.470, 1.321, -0.248], [0.645, -0.895, -1.006], [0.724, -0.485, 2.234], [1.024, -2.162, 1.603], [-0.968, -2.021, 0.428]], "e_lumo_ha": 0.040, "max_force_ev_per_a": 2.3, "smiles": "C1N[C@H]1[C@H]1CN1", "relative_energy_kj_mol": 266.7}

(18)
{"formula": "C4H8N2", "method": "ωB97M-V with the def2-TZVPD basis set", "species": ["H", "N", "C", "N", "C", "C", "C", "H", "H", "H", "H", "H", "H", "H"], "positions_angstrom": [[1.252, 0.644, -2.198], [0.785, 0.112, -1.382], [0.119, 0.576, -0.528], [-0.261, 1.878, -0.507], [-0.444, -0.210, 0.463], [0.336, -0.964, 1.447], [-0.489, -1.745, 0.527], [-0.116, 2.555, -1.506], [-0.375, 2.432, 0.371], [-1.518, 0.197, 0.640], [0.456, -0.917, 2.619], [1.361, -0.848, 0.954], [-0.341, -2.229, -0.348], [-1.515, -1.711, 1.230]], "e_lumo_ha": 0.035, "max_force_ev_per_a": 10.9, "smiles": "[H]/N=C(\\N)C1CC1", "relative_energy_kj_mol": 408.1}

(19)
{"formula": "C4H8N2", "method": "ωB97M-V with the def2-TZVPD basis set", "species": ["C", "C", "C", "C", "N", "N", "H", "H", "H", "H", "H", "H", "H", "H"], "positions_angstrom": [[2.241, -0.561, -0.228], [-1.255, -0.283, -0.055], [-2.301, -1.135, 0.171], [0.297, 1.717, -0.289], [2.877, -0.822, 0.683], [-0.376, 0.485, -0.100], [1.780, -0.350, -1.285], [-2.009, -1.952, 0.810], [-2.766, -1.219, -0.794], [-3.152, -0.664, 0.874], [-0.303, 2.495, 0.095], [0.262, 1.811, -1.358], [1.373, 1.546, -0.015], [3.332, -1.066, 1.490]], "charge": 2, "e_lumo_ha": -0.342, "max_force_ev_per_a": 5.2, "relative_energy_kj_mol": 145.6}

(20)
{"formula": "C4H8N2", "method": "ωB97M-V with the def2-TZVPD basis set", "species": ["C", "C", "N", "C", "C", "N", "H", "H", "H", "H", "H", "H", "H", "H"], "positions_angstrom": [[-2.961, -0.014, -0.253], [-1.495, 0.376, 0.184], [-0.725, 1.418, 0.567], [-0.097, 0.270, 0.014], [1.144, -0.403, -0.211], [2.287, 0.529, -0.095], [-3.421, 0.629, -1.091], [-3.556, 0.209, 0.689], [-2.795, -1.012, -0.607], [1.196, -0.786, -1.288], [1.190, -1.293, 0.484], [2.607, 0.887, -1.050], [3.009, 0.021, 0.309], [1.893, 1.222, 0.585]], "charge": 2, "e_lumo_ha": -0.381, "max_force_ev_per_a": 5.9, "smiles": "CC1=[N+]=C1C[NH3+]", "relative_energy_kj_mol": 177.8}